Record 1
This record from the Open Molecules 2025 dataset describes a molecular structure, C17H25AlF3O12S at a distorted geometry. The level of theory is ωB97M-V/def2-TZVPD.

Computed properties:
LUMO energy (alpha / beta) (eV): 0.4397 / -2.2452
HOMO-LUMO gap (alpha / beta) (eV): 8.845 / 6.158
DFT total energy (a.u.): -2505.7755

```
! RIJCOSX wB97M-V def2-TZVPD def2/J DEFGRID3
* xyz 0 2
Al 0.50001 0.54252 1.86677
C 1.78109 -1.23640 -2.97607
F 2.56723 -0.21235 -2.58880
F 1.58014 -1.25824 -4.24494
F 2.25596 -2.35981 -2.52560
S 0.11150 -1.02561 -2.20717
O -0.65864 -0.01008 -2.90907
O -0.42299 -2.37812 -2.33190
O 0.42614 -0.52517 -0.82941
O 0.50182 -1.03662 4.16629
H 0.34404 -0.85391 5.11300
O -1.71255 -1.43173 1.42799
C -2.16014 -2.52913 1.00795
O -1.47892 -3.70738 1.19931
C -2.34329 -4.82338 0.91174
C -3.30286 -4.22346 -0.13816
C -3.49593 -2.82931 0.32746
H -2.83604 -5.14057 1.83080
H -1.77752 -5.67961 0.54448
H -4.27806 -4.70851 -0.09559
H -2.94146 -4.35720 -1.15777
H -4.19261 -2.69281 1.15456
H -3.76630 -2.15218 -0.48279
O -0.52495 3.30126 1.81736
C -1.32289 4.07363 2.31773
O -2.60444 3.70346 2.68722
C -3.33616 4.70464 3.30709
C -2.77638 5.90189 2.60907
C -1.28589 5.60794 2.43504
H -3.30773 4.83586 4.38879
H -4.36997 4.42467 3.10469
H -2.81063 6.75477 3.28694
H -3.30835 5.99682 1.66244
H -0.79833 5.94390 3.35020
H -0.94173 6.16245 1.56202
O 1.03269 2.40248 -0.27842
C 1.49191 2.85599 -1.35712
O 2.75816 3.19621 -1.51867
C 2.99926 3.67221 -2.81490
C 1.69139 3.40123 -3.57265
C 0.62139 3.26792 -2.51731
H 3.89177 3.19572 -3.22048
H 3.15066 4.71779 -2.54670
H 1.80215 2.54307 -4.23552
H 1.46678 4.28610 -4.16819
H -0.07382 2.43350 -2.60978
H 0.19086 4.23126 -2.24397
O 2.21490 -1.72603 1.44691
C 2.48803 -2.73573 0.83591
O 3.52114 -2.76718 -0.03223
C 3.74012 -4.08195 -0.45344
C 2.38079 -4.73531 -0.40786
C 1.68641 -4.01397 0.68711
H 4.46314 -4.46316 0.26768
H 4.11991 -4.04719 -1.47455
H 2.61846 -5.76712 -0.14907
H 1.79195 -4.70888 -1.32474
H 1.88685 -4.41704 1.67982
H 0.75201 -3.52241 0.41626
*
```

Quick look at the Mulliken charges, all values in e: atom 1 (Al): 1.05, atom 2 (C): 0.54, atom 3 (F): -0.24, atom 4 (F): -0.22, atom 5 (F): -0.21, atom 6 (S): 0.87, atom 7 (O): -0.69, atom 8 (O): -0.66, atom 9 (O): -0.48, atom 10 (O): -0.29, atom 11 (H): 0.24, atom 12 (O): -0.64, atom 13 (C): 0.41, atom 14 (O): -0.32, atom 15 (C): -0.43, atom 16 (C): -0.49, atom 17 (C): -0.38, atom 18 (H): 0.28, atom 19 (H): 0.31, atom 20 (H): 0.31, atom 21 (H): 0.29, atom 22 (H): 0.29, atom 23 (H): 0.30, atom 24 (O): -0.24, atom 25 (C): 0.48, atom 26 (O): -0.32, atom 27 (C): -0.40, atom 28 (C): -0.53, atom 29 (C): -0.44, atom 30 (H): 0.24, atom 31 (H): 0.29, atom 32 (H): 0.31, atom 33 (H): 0.30, atom 34 (H): 0.31, atom 35 (H): 0.30, atom 36 (O): -0.69, atom 37 (C): 0.38, atom 38 (O): -0.35, atom 39 (C): -0.47, atom 40 (C): -0.54, atom 41 (C): -0.11, atom 42 (H): 0.28, atom 43 (H): 0.31, atom 44 (H): 0.26, atom 45 (H): 0.32, atom 46 (H): 0.14, atom 47 (H): 0.29, atom 48 (O): -0.58, atom 49 (C): 0.33, atom 50 (O): -0.36, atom 51 (C): -0.47, atom 52 (C): -0.66, atom 53 (C): 0.52, atom 54 (H): 0.34, atom 55 (H): 0.29, atom 56 (H): 0.41, atom 57 (H): 0.26, atom 58 (H): 0.37, atom 59 (H): -0.43

Record 2
This record from the Open Molecules 2025 dataset describes a molecular structure, C17H25BaN at a distorted geometry. The level of theory is ωB97M-V/def2-TZVPD.

Computed properties:
LUMO energy (alpha / beta) (eV): -0.9541 / -0.9523
HOMO-LUMO gap (alpha / beta) (eV): 3.101 / 3.101
DFT total energy (a.u.): -742.7444

```
! RIJCOSX wB97M-V def2-TZVPD def2/J DEFGRID3
* xyz 0 1
C 0.86230 -1.16925 -2.56801
C 0.17034 2.16721 -2.44159
C -0.58082 -1.12560 -2.60014
H 1.19180 -1.85995 -3.36717
C -1.08381 1.92403 -2.04899
H 0.64299 3.07804 -2.05117
H -1.09610 -1.92271 -2.05196
H -1.53991 2.62139 -1.33854
C -1.41349 -0.24938 -3.39139
H -2.27514 -0.86998 -3.69244
H -0.97758 0.15750 -4.31439
C 1.71743 0.11825 -2.70592
H 2.58469 -0.13946 -3.32842
H 2.13235 0.38646 -1.72038
C 1.07061 1.36447 -3.33065
H 0.59930 1.10978 -4.28445
H 1.90492 2.05098 -3.55381
C -2.05288 0.91234 -2.57311
H -2.76650 1.42224 -3.24293
H -2.66234 0.47922 -1.76166
Ba 1.21014 -1.42602 0.90675
H 1.18139 -1.70866 -1.61972
C -1.73868 0.40449 1.35583
N -1.16793 -0.93257 1.61822
C -2.10243 -2.02364 1.27608
C -0.70931 -1.09592 3.04277
C 0.48370 -0.19017 3.33525
C 1.40031 -0.57206 4.35724
C 2.63451 0.07894 4.41181
C 3.03043 0.94466 3.39080
C 2.14093 1.24868 2.32286
C 0.86354 0.76662 2.43526
H -0.92774 1.14918 1.47185
H -2.57301 0.64690 2.05234
H -2.09357 0.41742 0.31889
H -1.53182 -2.96831 1.23470
H -2.91624 -2.13314 2.01856
H -2.52518 -1.81922 0.27805
H -1.55270 -0.93486 3.75317
H -0.41269 -2.16292 3.15078
H 1.10053 -1.34100 5.07283
H 3.29133 -0.09451 5.27328
H 4.01533 1.42452 3.42846
H 2.47100 1.86601 1.48107
*
```

Quick look at the Mulliken charges, all values in e: atom 1 (C): -0.64, atom 2 (C): -0.35, atom 3 (C): 0.10, atom 4 (H): 0.27, atom 5 (C): -0.26, atom 6 (H): 0.31, atom 7 (H): 0.41, atom 8 (H): 0.37, atom 9 (C): -1.57, atom 10 (H): 0.43, atom 11 (H): 0.44, atom 12 (C): -0.03, atom 13 (H): 0.35, atom 14 (H): -0.11, atom 15 (C): -0.95, atom 16 (H): 0.35, atom 17 (H): 0.39, atom 18 (C): -0.39, atom 19 (H): 0.36, atom 20 (H): 0.05, atom 21 (Ba): 1.43, atom 22 (H): -0.30, atom 23 (C): 0.09, atom 24 (N): 0.29, atom 25 (C): -1.02, atom 26 (C): -1.07, atom 27 (C): 1.04, atom 28 (C): -0.70, atom 29 (C): -0.69, atom 30 (C): -0.30, atom 31 (C): -0.50, atom 32 (C): -0.73, atom 33 (H): -0.02, atom 34 (H): 0.28, atom 35 (H): -0.54, atom 36 (H): 0.33, atom 37 (H): 0.30, atom 38 (H): 0.23, atom 39 (H): 0.39, atom 40 (H): 0.40, atom 41 (H): 0.38, atom 42 (H): 0.36, atom 43 (H): 0.38, atom 44 (H): 0.45

Record 3
This record from the Open Molecules 2025 dataset describes 5 unconnected molecules or ions with the total composition C17H25BrO20S4 at a distorted geometry. The level of theory is ωB97M-V/def2-TZVPD.

Computed properties:
SMILES string: C[C@H](O)COC1=CC(=O)C=C(Br)C1=O.O=S1(=O)OCCO1.O=S1(=O)OCCO1.O=S1(=O)OCCO1.O=S1(=O)OCCO1
LUMO energy (eV): -0.7603
HOMO-LUMO gap (eV): 8.911
DFT total energy (a.u.): -6334.1421

```
! RIJCOSX wB97M-V def2-TZVPD def2/J DEFGRID3
* xyz 0 1
C 1.51033 1.30155 5.47306
C 1.30223 1.82947 4.02199
O 1.71743 3.18150 3.88172
C -0.20219 1.62653 3.69839
O -0.74614 2.57455 2.72180
C -2.07491 2.67936 3.05204
C -2.91073 1.64405 2.99125
C -4.32776 1.92870 3.43641
O -5.30278 1.49884 2.87003
C -4.42220 2.85286 4.64530
C -3.58737 3.87634 4.71149
Br -3.52803 5.10311 6.16164
C -2.61648 4.02038 3.54062
O -2.34111 5.07664 3.03179
H 1.56016 2.12518 6.19379
H 2.45149 0.74725 5.48324
H 0.67962 0.64029 5.73832
H 1.93358 1.20856 3.37703
H 1.83267 3.55113 4.76166
H -0.40182 0.58571 3.42041
H -0.74956 1.84078 4.62630
H -2.59028 0.65844 2.67531
H -5.15056 2.66196 5.42901
O 5.50713 1.17852 0.37724
S 4.33046 1.26519 -0.41397
O 4.08904 0.40777 -1.51153
O 4.15439 2.79969 -0.89541
C 2.89058 3.29789 -0.44286
C 2.58593 2.53385 0.81898
O 3.05115 1.20468 0.56199
H 2.14849 3.08963 -1.21682
H 2.94431 4.37005 -0.27108
H 1.52450 2.52969 1.05941
H 3.14750 2.93620 1.66455
O -0.83440 3.39531 -0.68866
S -1.09321 2.01483 -0.88797
O -1.29607 1.11102 0.18721
O 0.05675 1.42275 -1.83894
C -0.52420 0.85032 -3.01626
C -1.79960 1.63763 -3.23616
O -2.31550 1.86613 -1.91835
H -0.73416 -0.20293 -2.81770
H 0.16340 0.92856 -3.85440
H -2.52373 1.09850 -3.84096
H -1.59481 2.60844 -3.69358
O 3.09583 -1.38212 -0.70589
S 3.11620 -2.76955 -0.99198
O 4.30210 -3.45021 -1.36704
O 1.97398 -3.06323 -2.08815
C 1.04702 -4.02870 -1.58361
C 1.06752 -3.84656 -0.08215
O 2.43747 -3.57576 0.23238
H 1.40258 -5.02363 -1.86467
H 0.06197 -3.86433 -2.00592
H 0.71938 -4.72820 0.44977
H 0.47224 -2.98094 0.22024
O -1.11047 -3.35178 -3.77929
S -1.39399 -4.72216 -4.02536
O -1.64306 -5.64617 -2.97982
O -0.23906 -5.30928 -4.96986
C -0.80896 -5.83067 -6.17680
C -2.06013 -5.00829 -6.39798
O -2.59610 -4.80933 -5.08339
H -1.04741 -6.88381 -6.01528
H -0.10306 -5.74207 -6.99844
H -2.78398 -5.51081 -7.03356
H -1.82364 -4.02926 -6.82053
*
```

Quick look at the Mulliken charges, all values in e: atom 1 (C): -1.34, atom 2 (C): 0.61, atom 3 (O): -0.49, atom 4 (C): -0.91, atom 5 (O): -0.19, atom 6 (C): 0.08, atom 7 (C): 0.18, atom 8 (C): -0.17, atom 9 (O): -0.53, atom 10 (C): -0.31, atom 11 (C): -0.09, atom 12 (Br): -0.10, atom 13 (C): 0.49, atom 14 (O): -0.50, atom 15 (H): 0.37, atom 16 (H): 0.38, atom 17 (H): 0.37, atom 18 (H): 0.01, atom 19 (H): 0.27, atom 20 (H): 0.23, atom 21 (H): 0.64, atom 22 (H): 0.52, atom 23 (H): 0.47, atom 24 (O): -0.63, atom 25 (S): 1.20, atom 26 (O): -0.47, atom 27 (O): -0.42, atom 28 (C): -0.06, atom 29 (C): 0.13, atom 30 (O): -0.24, atom 31 (H): 0.11, atom 32 (H): 0.35, atom 33 (H): -0.22, atom 34 (H): 0.27, atom 35 (O): -0.62, atom 36 (S): 1.22, atom 37 (O): -0.47, atom 38 (O): -0.30, atom 39 (C): -0.27, atom 40 (C): -0.47, atom 41 (O): -0.34, atom 42 (H): 0.26, atom 43 (H): 0.33, atom 44 (H): 0.33, atom 45 (H): 0.30, atom 46 (O): -0.09, atom 47 (S): 0.79, atom 48 (O): -0.62, atom 49 (O): -0.26, atom 50 (C): 0.13, atom 51 (C): -0.30, atom 52 (O): -0.36, atom 53 (H): 0.28, atom 54 (H): -0.14, atom 55 (H): 0.35, atom 56 (H): 0.23, atom 57 (O): -0.46, atom 58 (S): 1.12, atom 59 (O): -0.56, atom 60 (O): -0.28, atom 61 (C): -0.33, atom 62 (C): -0.36, atom 63 (O): -0.32, atom 64 (H): 0.29, atom 65 (H): 0.31, atom 66 (H): 0.32, atom 67 (H): 0.28

Record 4
This record from the Open Molecules 2025 dataset describes a molecular structure, C17H25Cl2CoIN4O2. The level of theory is ωB97M-V/def2-TZVPD.

Computed properties:
Energy above the lowest of the compared OMol25 structures with the same formula, charge and spin (kcal/mol): 19.6
LUMO energy (alpha / beta) (eV): 0.1095 / 0.1046
HOMO-LUMO gap (alpha / beta) (eV): 7.762 / 7.677
DFT total energy (a.u.): -3633.1395

```
! RIJCOSX wB97M-V def2-TZVPD def2/J DEFGRID3
* xyz 0 2
Co -0.73401 0.63996 -0.14896
Cl 1.36676 3.13882 6.56994
C 1.13402 2.36148 5.03522
C 2.15476 1.53539 4.53472
C 2.00554 0.91328 3.33102
Cl 3.26276 -0.11591 2.73671
C 0.83276 1.06311 2.50584
O 0.74995 0.48243 1.39267
C -0.19562 1.89636 3.07564
C -1.46175 2.11345 2.42929
O -1.88186 1.63794 1.37360
C -0.01723 2.53486 4.32214
H 3.06036 1.39299 5.10696
H -2.13650 2.79100 2.98065
H -0.80701 3.16319 4.71089
N -1.45806 -1.09121 1.30729
C -0.87802 -2.42582 1.18384
C -0.88883 -2.88501 -0.26710
C -2.30237 -2.90312 -0.88708
C -2.47655 -1.91851 -2.04350
N -2.32565 -0.51928 -1.61694
H -1.17186 -0.64926 2.17053
H -2.47022 -1.13339 1.32195
H -1.42160 -3.16513 1.78947
H 0.14284 -2.37879 1.56473
H -0.44157 -3.88019 -0.31728
H -0.23121 -2.22981 -0.83975
H -3.06162 -2.71218 -0.12199
H -2.53988 -3.89913 -1.27156
H -3.42599 -2.09221 -2.56644
H -1.71373 -2.15535 -2.79114
H -3.16999 -0.24745 -1.11975
H -2.29606 0.09227 -2.43222
C 1.96058 -1.57801 -4.36828
C 1.82880 -0.71440 -3.16586
C 2.66384 0.22445 -2.60955
C 1.97512 0.75325 -1.50572
N 0.79346 0.15443 -1.37839
N 0.72452 -0.72352 -2.39719
C 2.45343 1.83889 -0.61271
H 2.99266 -1.58337 -4.71204
H 1.33489 -1.21728 -5.18542
H 1.67949 -2.60899 -4.14950
H 3.63523 0.51640 -2.96417
H -0.12029 -1.24600 -2.52873
H 3.11329 2.50401 -1.16919
H 3.00279 1.42236 0.22982
H 1.62333 2.42027 -0.21763
I -0.87548 2.38149 -3.30391
C -1.17229 2.31701 -1.14098
H -2.22137 2.60363 -1.04036
H -0.59455 3.18059 -0.79954
*
```

Quick look at the Mulliken charges, all values in e: atom 1 (Co): 0.92, atom 2 (Cl): -0.24, atom 3 (C): 0.21, atom 4 (C): -0.53, atom 5 (C): 0.44, atom 6 (Cl): -0.22, atom 7 (C): -0.69, atom 8 (O): -0.33, atom 9 (C): 1.40, atom 10 (C): -0.49, atom 11 (O): -0.47, atom 12 (C): -1.19, atom 13 (H): 0.44, atom 14 (H): 0.30, atom 15 (H): 0.36, atom 16 (N): -0.37, atom 17 (C): -1.04, atom 18 (C): 0.46, atom 19 (C): -0.77, atom 20 (C): -0.97, atom 21 (N): -0.26, atom 22 (H): 0.17, atom 23 (H): 0.27, atom 24 (H): 0.44, atom 25 (H): 0.39, atom 26 (H): 0.49, atom 27 (H): -0.46, atom 28 (H): 0.39, atom 29 (H): 0.39, atom 30 (H): 0.43, atom 31 (H): 0.40, atom 32 (H): 0.23, atom 33 (H): 0.12, atom 34 (C): -1.41, atom 35 (C): 0.82, atom 36 (C): -1.32, atom 37 (C): 0.63, atom 38 (N): 1.06, atom 39 (N): 0.02, atom 40 (C): -1.29, atom 41 (H): 0.37, atom 42 (H): 0.26, atom 43 (H): 0.35, atom 44 (H): 0.45, atom 45 (H): -0.30, atom 46 (H): 0.44, atom 47 (H): 0.11, atom 48 (H): 0.13, atom 49 (I): -0.17, atom 50 (C): -1.35, atom 51 (H): 0.53, atom 52 (H): 0.43

Question: Which formula does entry 2 have?
Answer: C17H25BaN

Question: Which value of DFT total energy does entry 1 give?
Answer: -2505.7755 a.u.